C32H47N11O12P | ωB97M-V/def2-TZVPD

XYZ file:
```
103
C32H47N11O12P (ωB97M-V/def2-TZVPD)
P 5.956 36.275 53.410
O 6.190 36.055 51.998
O 4.423 36.543 53.740
O 6.765 37.358 53.845
O 6.345 35.054 54.227
N 8.082 37.128 50.992
C 8.871 38.127 51.586
C 9.928 38.529 50.595
C 9.619 37.620 49.284
C 8.367 36.930 49.582
H 7.270 36.633 51.504
H 8.825 38.435 52.606
H 10.647 39.048 50.828
H 10.228 37.507 48.527
H 7.769 36.139 48.968
N 2.781 35.429 55.379
C 3.026 34.189 56.038
C 1.743 33.880 56.728
C 0.804 35.012 56.368
C 1.573 36.032 55.476
H 3.575 35.634 54.589
H 4.023 33.718 55.867
H 1.501 33.068 57.326
H -0.238 34.929 56.478
H 1.194 37.104 55.207
N 7.453 39.405 55.064
C 7.773 39.427 56.435
C 8.067 40.770 56.838
C 8.021 41.645 55.651
C 7.566 40.703 54.566
H 7.284 38.488 54.367
H 7.674 38.602 57.060
H 8.358 41.205 57.872
H 8.137 42.726 55.607
H 7.424 40.999 53.602
N 7.046 32.779 53.698
C 7.497 32.436 52.411
C 7.562 30.990 52.235
C 7.076 30.476 53.559
C 6.837 31.697 54.495
H 6.692 33.776 53.831
H 7.687 33.231 51.769
H 8.034 30.318 51.292
H 6.982 29.572 53.851
H 6.322 31.784 55.519
N 5.106 35.677 49.665
C 4.527 36.680 48.946
C 4.669 36.321 47.423
C 5.476 34.958 47.494
C 5.706 34.633 48.993
H 5.441 35.956 50.628
H 4.127 37.643 49.200
H 4.178 36.716 46.758
H 5.756 34.339 46.641
H 6.321 33.986 49.351
N 6.702 34.816 56.708
C 7.545 33.803 57.179
C 7.454 34.005 58.687
C 6.363 35.065 58.975
C 5.969 35.535 57.643
H 6.355 34.935 55.656
H 8.256 33.225 56.488
H 8.201 33.380 59.389
H 6.028 35.444 59.957
H 5.262 36.128 57.290
N 2.586 37.694 52.526
C 2.172 37.018 51.342
C 0.830 37.603 50.868
C 0.555 38.628 51.954
C 1.679 38.751 52.932
H 3.375 37.189 53.033
H 2.831 36.099 51.116
H 0.182 37.004 50.147
H -0.417 39.342 51.931
H 1.739 39.101 53.866
C 9.272 36.272 54.675
N 10.430 35.766 55.355
O 10.490 34.827 56.101
O 11.511 36.358 55.109
H 9.511 35.820 53.565
H 9.181 37.507 54.574
H 8.327 35.751 55.250
C 4.150 33.599 52.422
N 3.848 32.088 52.471
O 2.997 31.765 53.304
O 4.212 31.347 51.500
H 3.181 34.201 52.079
H 5.062 34.024 51.953
H 4.188 33.898 53.443
C 4.235 38.733 55.475
N 3.996 39.946 56.221
O 3.776 41.042 55.601
O 3.950 39.964 57.452
H 3.335 37.984 55.580
H 5.239 38.101 55.653
H 4.303 39.017 54.326
C 5.330 39.187 51.648
N 4.317 40.225 51.179
O 4.031 41.197 51.966
O 3.995 40.248 50.038
H 6.330 39.450 51.587
H 5.198 38.103 51.338
H 5.244 38.759 52.642
```

net charge	-3
LUMO energy	6.19	eV
relative energy (zero: lowest compared OMol25 entry of this formula, charge and spin)	41.1	kcal per mole

---

C32H47N2O2P2Pt | ωB97M-V/def2-TZVPD

XYZ file:
```
86
C32H47N2O2P2Pt (ωB97M-V/def2-TZVPD)
C -1.522 1.590 -2.400
C -1.888 -0.743 -2.458
C -2.275 1.769 -3.559
C -2.725 -0.581 -3.590
C -2.905 0.672 -4.148
H -2.365 2.774 -3.963
H -3.180 -1.477 -4.013
H -3.548 0.804 -5.016
N -1.452 0.389 -1.802
P -0.126 2.484 -0.140
P -0.574 -2.354 -0.551
C -0.566 2.675 -1.932
H 0.360 2.561 -2.525
H -0.962 3.670 -2.178
C -1.328 -1.999 -2.118
H -1.819 -2.861 -2.591
C 0.552 -3.880 -1.009
C -1.709 -2.821 0.909
C 1.592 3.289 -0.093
C -1.446 3.624 0.676
C 1.972 -3.449 -0.604
H 2.012 -3.094 0.436
H 2.647 -4.320 -0.666
H 2.367 -2.652 -1.244
C 0.282 -5.261 -0.370
H 0.286 -5.271 0.723
H -0.645 -5.723 -0.745
H 1.117 -5.921 -0.677
C 0.458 -4.163 -2.513
H 1.223 -4.910 -2.768
H -0.516 -4.601 -2.770
H 0.620 -3.283 -3.139
C -0.762 -3.180 2.077
H -0.116 -2.334 2.348
H -1.357 -3.468 2.958
H -0.107 -4.022 1.826
C -2.605 -1.633 1.322
H -2.011 -0.789 1.704
H -3.213 -1.281 0.476
H -3.286 -1.950 2.128
C -2.625 -3.986 0.536
H -2.083 -4.927 0.390
H -3.337 -4.149 1.362
H -3.205 -3.769 -0.375
C -0.968 4.154 2.036
H -1.835 4.594 2.555
H -0.581 3.356 2.681
H -0.219 4.953 1.954
C -2.708 2.781 0.910
H -3.110 2.365 -0.021
H -2.512 1.960 1.611
H -3.481 3.427 1.355
C -1.825 4.827 -0.200
H -2.465 5.499 0.391
H -0.965 5.417 -0.528
H -2.397 4.537 -1.087
C 2.542 2.487 -1.003
H 2.301 2.607 -2.066
H 3.566 2.857 -0.845
H 2.536 1.415 -0.763
C 2.186 3.286 1.328
H 2.411 2.268 1.675
H 3.134 3.846 1.292
H 1.533 3.773 2.061
C 1.475 4.729 -0.604
H 1.054 4.777 -1.619
H 0.882 5.363 0.068
H 2.488 5.160 -0.649
Pt -0.152 0.109 -0.085
C 0.280 0.389 1.916
O 0.025 0.919 2.979
N 1.070 -0.508 -1.686
C 0.949 -1.059 -2.756
C 1.705 -1.115 -3.994
C 3.084 -0.899 -3.887
C 1.109 -1.317 -5.257
C 3.875 -0.872 -5.034
H 3.529 -0.769 -2.895
C 1.902 -1.255 -6.406
H 0.040 -1.526 -5.324
C 3.280 -1.030 -6.297
H 4.950 -0.737 -4.946
H 1.459 -1.390 -7.398
H 3.896 -0.984 -7.198
O 2.374 -0.833 1.477
C 1.271 -0.367 1.302
```

net charge	+1
spin multiplicity	3
LUMO energy (spin up / spin down)	-2.94 / -5.35	eV

---

C32H47NO4RuS2Sb | ωB97M-V/def2-TZVPD

XYZ file:
```
88
C32H47NO4RuS2Sb (ωB97M-V/def2-TZVPD)
Ru 1.099 0.162 0.228
O 2.023 2.297 0.101
S 3.430 2.316 -0.861
C 1.420 3.636 0.079
C 0.221 3.768 0.995
C -0.750 2.599 0.883
C -1.081 2.209 -0.546
S -3.130 0.635 -0.253
O -1.518 0.826 -0.568
C -3.802 0.637 -1.886
C -3.174 -0.057 -2.917
C -3.763 -0.080 -4.169
C -4.981 0.556 -4.381
C -5.603 1.240 -3.347
C -5.006 1.300 -2.095
C 2.697 2.127 -2.459
C 2.881 3.113 -3.424
C 2.346 2.942 -4.693
C 1.596 1.813 -4.987
C 1.396 0.834 -4.019
C 1.967 0.979 -2.767
H 1.149 3.838 -0.960
H 2.206 4.334 0.362
H -0.265 4.705 0.713
H 0.535 3.878 2.033
H -1.662 2.785 1.454
H -0.283 1.726 1.364
H -0.199 2.194 -1.191
H -1.829 2.853 -1.013
H -2.228 -0.554 -2.739
H -3.279 -0.604 -4.982
H -5.440 0.527 -5.360
H -6.542 1.748 -3.518
H -5.469 1.860 -1.293
H 3.441 4.006 -3.178
H 2.500 3.702 -5.446
H 1.170 1.692 -5.974
H 0.819 -0.051 -4.253
H 1.846 0.192 -2.020
C -5.363 -3.044 -1.896
C -5.183 -2.789 -0.407
C -6.080 -1.664 0.094
Sb -3.108 -2.426 0.085
C -2.006 -4.246 -0.389
C -2.870 -5.478 -0.160
C -1.452 -4.183 -1.806
C -3.036 -2.333 2.240
C -3.151 -0.918 2.792
C -4.073 -3.269 2.858
H -6.394 -3.344 -2.091
H -4.714 -3.837 -2.272
H -5.166 -2.140 -2.475
H -5.393 -3.702 0.160
H -5.883 -0.735 -0.442
H -5.975 -1.478 1.164
H -7.124 -1.924 -0.091
H -1.180 -4.211 0.326
H -3.722 -5.505 -0.841
H -3.243 -5.559 0.861
H -2.273 -6.372 -0.359
H -2.251 -4.147 -2.549
H -0.862 -5.079 -2.009
H -0.810 -3.312 -1.952
H -2.036 -2.715 2.459
H -4.114 -0.464 2.554
H -2.366 -0.258 2.414
H -3.065 -0.947 3.880
H -5.089 -2.920 2.669
H -3.937 -3.291 3.941
H -3.995 -4.295 2.499
O 3.049 -0.290 0.369
N 3.554 -1.509 0.572
C 3.215 -2.526 -0.238
C 3.795 -3.762 -0.062
C 4.736 -3.939 0.942
C 5.075 -2.864 1.751
C 4.464 -1.645 1.550
H 2.486 -2.284 -0.998
H 3.515 -4.571 -0.722
H 5.206 -4.901 1.086
H 5.810 -2.956 2.537
H 4.659 -0.747 2.115
C 0.835 -1.873 2.625
C 0.539 -1.167 1.349
O 0.000 -1.676 0.338
H 1.790 -2.389 2.486
H 0.083 -2.628 2.846
H 0.937 -1.178 3.454
```

net charge	+2
spin multiplicity	2
LUMO energy (spin up / spin down)	-5.32 / -6.85	eV
relative energy (zero: lowest compared OMol25 entry of this formula, charge and spin)	0.0	kcal per mole

---

C32H48AsN4O8PSTe2W | ωB97M-V/def2-TZVPD

XYZ file:
```
98
C32H48AsN4O8PSTe2W (ωB97M-V/def2-TZVPD)
W -0.166 -0.487 0.153
O 0.647 -2.803 -3.050
As -0.313 -2.925 -1.578
O -1.507 -3.992 -1.839
O -0.875 -1.212 -1.538
C 1.020 -3.754 -0.364
C 1.332 -4.966 -0.978
C 2.308 -5.820 -0.484
C 3.007 -5.459 0.648
C 2.710 -4.260 1.277
C 1.727 -3.380 0.812
S 1.519 -1.957 1.868
O 1.569 -1.069 -0.725
O -1.027 -2.060 0.749
O 1.058 0.800 1.212
H 1.008 -1.907 -3.099
H 0.783 -5.252 -1.867
H 2.516 -6.752 -0.994
H 3.778 -6.103 1.053
H 3.254 -3.976 2.170
Te 2.622 0.148 0.341
C 0.063 3.254 -0.256
C -0.177 1.837 -0.649
O 0.690 1.218 -1.360
N -1.279 1.110 -0.425
Te -3.265 2.121 0.801
C -4.694 3.487 1.730
C -4.360 4.230 2.870
C -3.021 4.149 3.565
C -5.287 5.118 3.423
C -6.545 5.298 2.881
C -7.528 6.270 3.480
C -6.882 4.542 1.764
C -5.990 3.642 1.197
C -6.446 2.858 -0.007
C -3.289 3.309 -0.966
C -2.985 4.676 -0.946
C -2.703 5.448 0.316
C -2.919 5.388 -2.146
C -3.120 4.782 -3.373
C -3.032 5.559 -4.658
C -3.406 3.423 -3.381
C -3.501 2.680 -2.210
C -3.828 1.216 -2.339
H 1.134 3.447 -0.273
H -0.348 3.454 0.733
H -0.434 3.903 -0.980
H -2.313 3.530 3.019
H -3.133 3.722 4.564
H -2.592 5.147 3.681
H -5.002 5.688 4.304
H -7.065 6.859 4.272
H -8.388 5.749 3.908
H -7.910 6.959 2.724
H -7.870 4.655 1.326
H -7.531 2.904 -0.110
H -6.143 1.813 0.071
H -5.998 3.251 -0.923
H -2.305 4.802 1.096
H -3.614 5.905 0.710
H -1.982 6.243 0.114
H -2.683 6.447 -2.108
H -2.719 6.588 -4.475
H -3.998 5.588 -5.167
H -2.317 5.104 -5.345
H -3.558 2.917 -4.330
H -4.211 1.001 -3.337
H -4.573 0.911 -1.602
H -2.941 0.601 -2.175
C -3.426 -1.654 4.677
N -2.700 -0.888 3.688
C -3.081 0.505 3.802
P -2.024 -1.545 2.204
O -1.280 -0.162 1.885
N -3.508 -1.715 1.398
C -4.352 -2.821 1.851
C -3.594 -1.638 -0.060
N -1.541 -2.915 3.055
C -1.364 -4.173 2.338
C -0.693 -2.854 4.234
H -3.147 -1.325 5.688
H -3.214 -2.718 4.611
H -4.516 -1.516 4.591
H -3.219 0.754 4.859
H -4.032 0.729 3.291
H -2.308 1.156 3.410
H -4.211 -3.035 2.905
H -4.150 -3.737 1.281
H -5.401 -2.552 1.695
H -2.960 -0.853 -0.456
H -4.627 -1.378 -0.309
H -3.324 -2.578 -0.554
H -1.889 -4.169 1.386
H -1.764 -4.987 2.953
H -0.310 -4.384 2.134
H -0.774 -1.878 4.707
H 0.352 -3.041 3.980
H -1.014 -3.620 4.951
```

net charge	-1
spin multiplicity	2
LUMO energy (spin up / spin down)	1.68 / 0.92	eV
relative energy (zero: lowest compared OMol25 entry of this formula, charge and spin)	51.0	kcal per mole

---

C32H48BBeN8Se | ωB97M-V/def2-TZVPD

XYZ file:
```
91
C32H48BBeN8Se (ωB97M-V/def2-TZVPD)
Be -0.358 -0.701 0.039
C -4.193 -3.214 1.944
C -3.405 -1.953 1.801
C -3.629 -0.723 2.370
C -2.611 0.130 1.926
N -1.781 -0.560 1.103
N -2.307 -1.840 1.053
B -1.628 -2.924 0.207
N -1.581 -2.433 -1.241
N -0.951 -1.244 -1.564
C -1.120 -1.103 -2.905
C -1.832 -2.207 -3.389
C -2.106 -3.019 -2.317
C -2.847 -4.316 -2.284
C -0.712 -0.026 -3.911
C 0.040 1.182 -3.380
C 0.181 -0.702 -4.971
C -2.003 0.486 -4.580
N -0.191 -3.080 0.706
N 0.676 -2.002 0.718
C 1.835 -2.481 1.241
C 1.672 -3.842 1.529
C 0.389 -4.183 1.182
C -0.295 -5.506 1.293
C 3.188 -1.845 1.562
C 4.257 -2.602 0.748
C 3.349 -0.364 1.271
C 3.446 -2.056 3.068
C -2.618 1.574 2.408
C -1.497 2.455 1.895
C -2.537 1.557 3.946
C -3.952 2.209 1.971
H -5.037 -3.035 2.607
H -4.576 -3.557 0.981
H -3.586 -4.017 2.366
H -4.441 -0.471 3.035
H -2.221 -3.955 0.287
H -2.124 -2.390 -4.411
H -3.165 -4.571 -3.292
H -2.219 -5.125 -1.905
H -3.731 -4.254 -1.648
H 0.996 0.895 -2.948
H 0.231 1.863 -4.212
H -0.538 1.718 -2.629
H 1.051 -1.172 -4.505
H -0.360 -1.467 -5.530
H 0.535 0.048 -5.682
H -2.696 0.886 -3.834
H -1.757 1.286 -5.281
H -2.516 -0.301 -5.134
H 2.410 -4.506 1.952
H 0.399 -6.234 1.706
H -1.167 -5.450 1.948
H -0.632 -5.864 0.319
H 4.032 -2.562 -0.321
H 5.234 -2.141 0.912
H 4.326 -3.650 1.042
H 3.241 -0.157 0.208
H 2.629 0.238 1.822
H 4.353 -0.058 1.577
H 3.514 -3.113 3.327
H 4.389 -1.580 3.345
H 2.648 -1.608 3.666
H -0.523 2.070 2.198
H -1.529 2.531 0.808
H -1.638 3.452 2.330
H -1.637 1.036 4.281
H -2.504 2.582 4.326
H -3.402 1.062 4.389
H -4.071 2.152 0.886
H -4.805 1.711 2.433
H -3.976 3.261 2.267
C 3.537 2.671 -1.711
N 2.655 3.407 -0.816
C 1.571 2.926 -0.170
Se 0.973 1.207 -0.270
N 1.049 3.943 0.541
C 1.797 5.105 0.363
C 1.669 6.387 0.870
C 2.617 7.314 0.469
C 3.652 6.967 -0.406
C 3.774 5.682 -0.909
C 2.823 4.760 -0.504
H 3.175 1.652 -1.796
H 4.550 2.663 -1.308
H 3.539 3.139 -2.694
H 0.230 3.842 1.114
H 0.866 6.653 1.548
H 2.557 8.329 0.840
H 4.374 7.720 -0.696
H 4.576 5.415 -1.587
```

net charge	+1
LUMO energy	-1.80	eV